# 1
Formula: C22H58FeN5O7
Source: OMol25
Level of theory: ωB97M-V with the def2-TZVPD basis set

The geometry in ORCA input format:
```
! RIJCOSX wB97M-V def2-TZVPD def2/J DEFGRID3
* xyz 1 5
Fe 4.44211 1.90328 -1.74848
C 0.85792 1.78900 0.22625
C 2.14340 1.85702 -0.56308
O 2.57259 0.80376 -1.15334
O 2.93199 2.84986 -0.60383
H 0.52646 2.78535 0.51868
H 1.00050 1.11160 1.06822
H 0.03085 1.32161 -0.30818
C 1.63134 3.77807 3.05703
C 2.63649 3.10169 3.96628
C 3.55722 2.00886 3.38784
O 2.70811 0.93032 3.04910
C 3.46701 -0.05041 2.33327
N 3.34220 4.12459 4.64349
H 0.98446 2.95035 2.76627
H 2.13518 4.21554 2.19513
H 1.04222 4.56335 3.53070
H 2.09257 2.64849 4.79504
H 4.37601 1.80540 4.07797
H 4.09057 2.30687 2.48516
H 2.76910 -0.88758 2.32041
H 4.31574 -0.44957 2.88864
H 3.85222 0.24392 1.35701
H 2.81550 4.89121 5.03717
H 3.59748 3.67765 5.51250
C -4.62911 -2.96723 0.95579
C -5.06065 -1.62493 0.32122
C -4.42469 -1.35050 -1.03626
O -2.98546 -1.27146 -0.78563
C -2.44144 -0.70121 -1.91753
N -6.46287 -1.69502 0.10369
H -4.81700 -3.67542 0.14878
H -5.14846 -3.17899 1.89043
H -3.54932 -2.87968 1.07617
H -4.74600 -0.76469 0.91204
H -4.75225 -0.35758 -1.34434
H -4.62547 -2.02121 -1.87168
H -1.56811 -1.31588 -2.13565
H -2.19815 0.35794 -1.83315
H -3.09831 -0.73403 -2.78675
H -6.89595 -2.49388 0.54455
H -6.82691 -1.60724 -0.83432
C 0.43280 -2.72953 -0.33545
C 1.83752 -2.99473 -0.83354
C 2.18991 -4.42208 -1.22121
O 1.80948 -4.89969 -2.54265
C 2.40776 -6.15525 -2.75533
N 2.34891 -2.17524 -1.91157
H 0.15464 -3.02724 0.67553
H -0.31469 -3.25881 -0.92640
H 0.25910 -1.66702 -0.50579
H 2.34776 -2.81584 0.11290
H 1.74283 -5.07992 -0.47593
H 3.27494 -4.47288 -1.13049
H 2.26575 -6.33914 -3.82028
H 1.95530 -7.03425 -2.29628
H 3.47352 -6.11479 -2.53035
H 1.87215 -2.32695 -2.78894
H 2.17146 -1.24443 -1.56199
C -5.64083 -0.62992 3.85682
C -4.33132 -0.68018 4.56855
C -3.13644 -0.83535 3.51166
O -1.85000 -0.49528 4.03436
C -0.84529 -0.58695 3.05311
N -4.15833 0.48848 5.37425
H -6.45836 -0.38258 4.53401
H -5.73249 -1.59674 3.36187
H -5.67000 0.04892 3.00452
H -4.24055 -1.57676 5.18175
H -3.34752 -0.19510 2.65514
H -3.06767 -1.82931 3.06959
H -1.08632 0.14974 2.28676
H -0.85913 -1.52549 2.49898
H 0.13420 -0.45807 3.51362
H -3.25298 0.53048 5.81999
H -4.16683 1.30417 4.77870
C 1.83229 4.27286 -3.37632
C 2.25059 2.83260 -3.98169
C 2.04421 2.92399 -5.50989
O 2.35646 1.69294 -6.04684
C 1.84876 1.64569 -7.40605
N 3.66190 2.59667 -3.63516
H 0.83071 4.52221 -3.72671
H 2.48855 5.09964 -3.64809
H 1.81378 4.25737 -2.28658
H 1.67605 1.98382 -3.61079
H 2.69504 3.70688 -5.89926
H 1.01910 3.18317 -5.77460
H 0.77478 1.73897 -7.56722
H 1.97307 0.64358 -7.81646
H 2.51305 2.25893 -8.01493
H 3.95399 2.14663 -4.49088
H 4.05898 3.52227 -3.71060
*
```

As for the relative energy (zero: lowest compared OMol25 entry of this formula, charge and spin): 0.0 kJ/mol. As for the HOMO-LUMO gap (spin up / spin down): 4.966 / 4.838 eV. The highest occupied orbital energy (spin up / spin down) is -0.3800 / -0.3800 hartree. Its largest force on an atom is 3.6 eV Å⁻¹.

# 2
Formula: C22H58N4O2PtSi4Te2
Source: OMol25
Level of theory: ωB97M-V with the def2-TZVPD basis set

The geometry in ORCA input format:
```
! RIJCOSX wB97M-V def2-TZVPD def2/J DEFGRID3
* xyz 4 1
Pt -1.45717 -0.18663 2.52404
N -1.61919 0.30345 0.56165
C -0.61754 -0.38592 -0.31817
C -0.46781 0.28173 -1.69761
C -0.38568 1.81552 -1.69008
C -0.01326 2.45235 -3.04402
N 1.41165 2.68321 -3.27381
C 2.16041 2.24207 -4.29394
N 1.66141 1.46558 -5.25228
N 3.45024 2.56999 -4.33424
C 0.61945 -0.71814 0.50827
O 1.71166 -0.97403 -0.12454
O 0.48119 -0.87261 1.71897
H -2.55505 0.05966 0.23552
H -1.53558 1.31714 0.49665
H -1.01806 -1.39457 -0.47956
H -1.34166 -0.02359 -2.27762
H 0.40494 -0.14652 -2.19330
H 0.29704 2.16748 -0.90863
H -1.37252 2.23213 -1.46883
H -0.51276 3.41866 -3.11219
H -0.41497 1.84577 -3.85336
H 1.84658 3.37557 -2.68253
H 0.67103 1.34661 -5.37429
H 2.23187 1.21807 -6.04676
H 3.85146 3.20755 -3.66567
H 4.00890 2.37135 -5.15006
C 6.25698 -4.62141 -1.99270
Si 4.59311 -4.49304 -1.19203
C 4.51122 -5.48169 0.39432
C 3.13156 -4.83665 -2.29148
C 4.43622 -2.59412 -0.70272
Te 2.98069 -2.33331 0.75087
C 4.01412 -1.07251 2.04065
Si 4.43193 -1.87139 3.77587
C 5.69591 -3.20459 3.49692
C 2.81708 -2.55706 4.40116
C 4.99362 -0.45259 4.82964
H 6.45245 -5.66494 -2.25282
H 7.05078 -4.29648 -1.31777
H 6.32847 -4.04340 -2.91533
H 4.26388 -6.51776 0.14971
H 3.75042 -5.16958 1.12035
H 5.47406 -5.48746 0.90818
H 3.06283 -5.90957 -2.48284
H 3.22407 -4.33729 -3.25770
H 2.17816 -4.53540 -1.84495
H 4.15716 -2.02372 -1.59346
H 5.34073 -2.15482 -0.27924
H 3.35866 -0.21592 2.23161
H 4.91354 -0.76408 1.50864
H 5.36168 -3.96288 2.78294
H 5.90262 -3.72349 4.43514
H 6.64475 -2.79840 3.13911
H 2.12192 -1.74185 4.58365
H 2.98022 -3.07700 5.34683
H 2.32986 -3.26687 3.72471
H 5.79082 0.12508 4.35697
H 5.39041 -0.82609 5.77587
H 4.17199 0.23010 5.05198
C -6.17075 -0.57360 5.41034
Si -4.86772 0.10985 6.55740
C -4.23154 -1.19474 7.71290
C -5.36962 1.68529 7.40004
C -3.28942 0.58939 5.43871
Te -3.70022 0.70017 3.38791
C -3.65727 2.79628 3.09686
Si -5.12074 3.43677 2.00935
C -4.62696 5.15768 1.51014
C -5.20353 2.27954 0.51990
C -6.63572 3.35881 3.08064
H -7.06361 -0.84078 5.97993
H -5.82827 -1.48048 4.90505
H -6.49586 0.13774 4.64679
H -5.01739 -1.44398 8.43068
H -3.36813 -0.85689 8.28873
H -3.96387 -2.11468 7.18999
H -6.20248 1.47804 8.07646
H -5.69930 2.46052 6.70519
H -4.55466 2.08944 8.00369
H -2.53435 -0.19046 5.59718
H -2.87795 1.55491 5.73499
H -2.70064 3.03429 2.62777
H -3.67346 3.22765 4.09964
H -3.75673 5.15453 0.84993
H -4.39962 5.78481 2.37373
H -5.44461 5.64041 0.96967
H -4.89763 2.80695 -0.38681
H -6.22020 1.92166 0.35010
H -4.57569 1.38386 0.61256
H -6.54058 4.02443 3.94109
H -6.84725 2.34996 3.44556
H -7.51695 3.68063 2.52127
*
```

As for the relative energy (zero: lowest compared OMol25 entry of this formula, charge and spin): 0.0 kJ/mol. As for the HOMO-LUMO gap (spin up / spin down): 6.540 / 6.537 eV. The highest occupied orbital energy (spin up / spin down) is -0.6835 / -0.6835 hartree. Its largest force on an atom is 0.7 eV Å⁻¹.